{
  "formula": "C18H37BFN2O2S",
  "method": "ωB97M-V/def2-TZVPD",
  "symbols": ["C", "C", "C", "C", "C", "C", "O", "C", "C", "C", "C", "C", "C", "C", "C", "N", "F", "C", "B", "O", "N", "C", "C", "C", "S", "H", "H", "H", "H", "H", "H", "H", "H", "H", "H", "H", "H", "H", "H", "H", "H", "H", "H", "H", "H", "H", "H", "H", "H", "H", "H", "H", "H", "H", "H", "H", "H", "H", "H", "H", "H", "H"],
  "xyz": [[3.61, 3.33, -0.04], [2.83, 3.42, 1.27], [1.41, 2.83, 1.15], [1.40, 1.40, 1.71], [-0.01, 0.80, 1.90], [-0.40, -0.32, 0.95], [0.19, -1.56, 1.10], [1.55, -1.70, 0.65], [1.80, -3.04, -0.07], [0.71, -4.05, 0.32], [1.76, -2.87, -1.58], [2.86, -1.99, -2.22], [2.30, -0.72, -2.85], [4.05, -1.62, -1.32], [-0.44, 0.23, -0.49], [-1.83, 0.50, -0.78], [-2.20, 1.20, -1.87], [-2.69, 0.01, 0.01], [-4.30, 0.00, -0.05], [-4.82, -1.17, -0.52], [-5.06, 1.09, 0.40], [-6.50, 0.95, 0.07], [-4.57, 2.41, -0.09], [-1.96, -0.66, 1.12], [-2.85, -0.15, 2.63], [4.67, 3.18, 0.15], [3.54, 4.25, -0.60], [3.28, 2.49, -0.64], [3.40, 2.85, 2.00], [2.81, 4.44, 1.64], [0.73, 3.48, 1.70], [1.19, 2.81, 0.09], [1.88, 1.45, 2.68], [2.06, 0.81, 1.08], [-0.07, 0.42, 2.91], [-0.72, 1.60, 1.78], [2.20, -1.66, 1.52], [1.85, -0.89, -0.01], [2.73, -3.47, 0.27], [1.01, -5.03, -0.04], [0.64, -4.14, 1.40], [-0.25, -3.79, -0.09], [1.81, -3.86, -2.03], [0.78, -2.47, -1.85], [3.28, -2.56, -3.05], [1.36, -0.93, -3.35], [3.00, -0.32, -3.58], [2.17, 0.07, -2.11], [3.82, -0.71, -0.77], [4.36, -2.41, -0.65], [4.90, -1.38, -1.95], [-0.21, -0.63, -1.13], [0.28, 0.97, -0.83], [-5.33, -1.63, 0.17], [-6.92, 0.06, 0.50], [-6.66, 0.94, -1.00], [-7.05, 1.79, 0.48], [-4.20, 2.38, -1.11], [-3.81, 2.79, 0.59], [-5.38, 3.13, -0.05], [-2.03, -1.73, 0.98], [-1.99, -0.61, 3.54]],
  "total_charge": 1,
  "total_energy_ha": -1490.6608,
  "e_homo_ev": -12.88,
  "homo_lumo_gap_ev": 9.13
}

---

{
  "formula": "C18H37FN3O4S",
  "method": "ωB97M-V/def2-TZVPD",
  "symbols": ["C", "C", "O", "O", "C", "C", "C", "C", "C", "C", "C", "C", "C", "S", "C", "F", "C", "N", "C", "C", "C", "C", "O", "H", "H", "H", "H", "H", "H", "H", "H", "H", "H", "H", "H", "H", "H", "H", "H", "H", "H", "H", "H", "H", "H", "H", "H", "H", "H", "H", "H", "H", "H", "H", "H", "H", "C", "O", "N", "N", "H", "H", "H", "H"],
  "xyz": [[1.07, 3.19, -0.24], [-0.13, 3.79, -1.09], [0.13, 4.80, -1.80], [-1.46, 3.28, -1.13], [-2.23, 3.66, 0.05], [-3.17, 2.51, 0.64], [-3.99, 1.69, -0.48], [-4.82, 0.43, 0.14], [-4.00, -0.97, -0.10], [-3.33, -1.34, 1.30], [-2.01, -2.26, 1.25], [-1.46, -2.63, -0.21], [-0.47, -1.55, -0.89], [-0.68, 0.19, -0.29], [-0.89, -1.52, -2.47], [-0.92, -2.85, -3.03], [0.04, -0.51, -3.33], [1.43, -0.35, -2.78], [1.85, -1.71, -2.28], [1.10, -1.98, -0.86], [1.98, -1.24, 0.25], [1.52, -1.49, 1.77], [2.67, -1.25, 2.66], [0.76, 3.07, 0.86], [1.43, 2.16, -0.59], [2.00, 3.87, -0.29], [-1.46, 4.05, 0.82], [-2.84, 4.60, -0.25], [-3.97, 3.04, 1.29], [-2.53, 1.87, 1.33], [-3.24, 1.38, -1.28], [-4.72, 2.42, -0.97], [-4.93, 0.62, 1.26], [-5.82, 0.36, -0.42], [-4.76, -1.79, -0.39], [-3.28, -0.75, -0.95], [-3.12, -0.39, 1.90], [-4.12, -1.92, 1.91], [-2.27, -3.25, 1.77], [-1.23, -1.76, 1.94], [-2.29, -2.93, -0.95], [-0.82, -3.59, -0.08], [-0.90, 0.24, 1.07], [-1.96, -1.12, -2.60], [0.01, -0.84, -4.42], [-0.51, 0.51, -3.29], [2.05, -0.08, -3.57], [1.51, 0.40, -2.07], [1.68, -2.55, -3.03], [2.97, -1.61, -2.00], [1.18, -3.10, -0.67], [3.05, -1.69, 0.18], [2.14, -0.11, 0.04], [0.73, -0.73, 2.11], [1.13, -2.54, 1.96], [2.64, -0.28, 2.83], [6.61, 0.18, 2.19], [7.66, 0.42, 1.62], [5.67, -0.67, 1.69], [6.29, 0.74, 3.39], [4.80, -0.88, 2.14], [5.88, -1.10, 0.80], [6.96, 1.37, 3.79], [5.43, 0.55, 3.88]],
  "total_charge": 1,
  "total_energy_ha": -1670.9605,
  "e_homo_ev": -11.78,
  "homo_lumo_gap_ev": 8.52,
  "relative_energy_kj_mol": 338.31
}

---

{
  "formula": "C18H37GdOP3S",
  "method": "ωB97M-V/def2-TZVPD",
  "symbols": ["Gd", "P", "P", "P", "H", "C", "C", "H", "C", "C", "C", "C", "C", "C", "C", "C", "C", "H", "H", "H", "H", "H", "H", "H", "H", "H", "H", "H", "H", "H", "H", "H", "H", "H", "H", "H", "H", "H", "H", "H", "H", "H", "H", "H", "H", "H", "C", "C", "C", "C", "C", "C", "S", "H", "H", "H", "H", "H", "H", "O", "C"],
  "xyz": [[0.12, -0.41, 0.72], [1.98, 1.21, 2.20], [-1.44, 0.32, 3.18], [-1.19, 1.97, -0.22], [0.65, -5.39, -6.75], [0.84, -4.35, -7.06], [2.07, -3.86, -7.09], [2.95, -4.47, -6.80], [3.33, 0.20, 2.91], [1.71, 2.41, 3.56], [2.93, 2.26, 1.03], [-3.10, -0.47, 3.06], [-0.94, -0.27, 4.83], [-1.98, 2.02, 3.63], [-0.81, 2.21, -1.99], [-1.09, 3.69, 0.38], [-3.01, 1.70, -0.29], [-0.01, -3.84, -7.53], [2.30, -2.90, -7.59], [3.55, -0.64, 2.25], [3.02, -0.20, 3.89], [4.23, 0.82, 3.03], [1.23, 1.92, 4.42], [1.05, 3.22, 3.21], [2.68, 2.83, 3.86], [3.41, 1.63, 0.27], [3.68, 2.83, 1.59], [2.25, 2.95, 0.51], [-3.70, -0.21, 3.95], [-2.98, -1.56, 3.00], [-3.61, -0.12, 2.15], [-1.69, 0.07, 5.57], [0.05, 0.14, 5.10], [-0.88, -1.36, 4.84], [-2.56, 1.96, 4.57], [-2.61, 2.46, 2.84], [-1.11, 2.67, 3.79], [-1.45, 3.02, -2.38], [-0.99, 1.29, -2.56], [0.25, 2.48, -2.10], [-1.86, 4.29, -0.12], [-0.10, 4.09, 0.14], [-1.24, 3.73, 1.47], [-3.43, 2.35, -1.08], [-3.49, 1.94, 0.67], [-3.22, 0.65, -0.54], [0.89, -1.53, -2.42], [-0.52, -1.68, -2.40], [-1.13, -2.67, -3.18], [-0.32, -3.45, -4.03], [1.07, -3.25, -4.10], [1.68, -2.29, -3.31], [1.73, -0.40, -1.42], [-1.47, -1.29, 0.33], [-1.14, -1.04, -1.75], [-2.21, -2.83, -3.13], [-0.78, -4.20, -4.69], [1.68, -3.81, -4.82], [2.75, -2.11, -3.34], [1.18, -2.76, 3.26], [0.79, -1.98, 2.50]],
  "total_charge": 3,
  "total_energy_ha": -2969.9451,
  "e_homo_ev": [-16.16, -16.07],
  "homo_lumo_gap_ev": [5.84, 2.38],
  "relative_energy_kj_mol": 444.19,
  "spin_multiplicity": 8,
  "s_squared": 16.09
}

---

{
  "formula": "C18H37KN2O7S",
  "method": "ωB97M-V/def2-TZVPD",
  "symbols": ["K", "C", "C", "O", "C", "C", "O", "C", "C", "O", "C", "C", "O", "C", "C", "O", "C", "C", "O", "H", "H", "H", "H", "H", "H", "H", "H", "H", "H", "H", "H", "H", "H", "H", "H", "H", "H", "H", "H", "H", "H", "H", "H", "S", "C", "N", "C", "C", "N", "H", "H", "H", "H", "H", "H", "C", "C", "C", "O", "H", "H", "H", "H", "H", "H", "H"],
  "xyz": [[1.03, -0.72, 0.16], [0.02, 1.03, -2.42], [0.38, -0.38, -2.88], [-0.03, -1.40, -1.96], [-1.22, -2.10, -2.21], [-2.47, -1.25, -2.08], [-2.45, -0.37, -0.97], [-3.13, -0.77, 0.20], [-2.36, -1.77, 1.05], [-1.07, -1.32, 1.38], [-0.88, -0.71, 2.65], [-1.49, 0.68, 2.73], [-1.14, 1.44, 1.59], [-0.34, 2.59, 1.79], [1.09, 2.30, 2.21], [1.77, 1.40, 1.36], [2.46, 1.91, 0.22], [1.57, 2.28, -0.97], [0.55, 1.30, -1.13], [-1.06, 1.16, -2.35], [0.41, 1.74, -3.15], [1.46, -0.48, -2.97], [-0.07, -0.56, -3.87], [-1.20, -2.92, -1.48], [-1.21, -2.55, -3.21], [-3.35, -1.91, -2.05], [-2.58, -0.62, -2.97], [-4.11, -1.20, -0.05], [-3.30, 0.15, 0.75], [-2.23, -2.72, 0.53], [-2.94, -2.00, 1.96], [0.20, -0.67, 2.81], [-1.29, -1.36, 3.43], [-1.17, 1.15, 3.66], [-2.59, 0.63, 2.77], [-0.80, 3.24, 2.55], [-0.37, 3.13, 0.85], [1.12, 1.83, 3.20], [1.63, 3.25, 2.29], [3.16, 1.12, -0.06], [3.05, 2.79, 0.51], [2.21, 2.32, -1.86], [1.11, 3.26, -0.84], [2.50, -2.43, 2.22], [2.15, -3.40, 0.81], [1.05, -4.26, 0.81], [1.26, -5.21, -0.28], [2.10, -4.33, -1.22], [2.77, -3.37, -0.34], [0.83, -4.61, 1.73], [0.32, -5.54, -0.72], [1.83, -6.08, 0.05], [1.46, -3.80, -1.95], [2.83, -4.91, -1.79], [3.27, -1.92, -0.96], [4.35, 0.14, -3.21], [4.56, -0.78, -2.02], [5.23, -2.08, -2.40], [3.29, -1.02, -1.43], [5.31, 0.43, -3.64], [3.83, 1.05, -2.92], [3.77, -0.35, -3.99], [5.20, -0.26, -1.29], [4.62, -2.62, -3.13], [5.34, -2.72, -1.52], [6.22, -1.91, -2.84]],
  "total_charge": 0,
  "total_energy_ha": -2342.3330,
  "e_homo_ev": -6.77,
  "homo_lumo_gap_ev": 6.95,
  "relative_energy_kj_mol": 108.62
}